Entry 1:
{"formula": "C4H12N4O8", "method": "wB97M-V/def2-TZVPD", "symbols": ["C", "N", "O", "O", "H", "H", "H", "C", "N", "O", "O", "H", "H", "H", "C", "N", "O", "O", "H", "H", "H", "C", "N", "O", "O", "H", "H", "H"], "positions_angstrom": [[3.73511, -3.94361, 0.54661], [3.04534, -2.96307, 1.52952], [2.50523, -3.41036, 2.51667], [3.33975, -1.79352, 1.31195], [4.71872, -3.55244, 0.28661], [3.14287, -4.02067, -0.36521], [3.81569, -4.78628, 1.23328], [0.11156, -2.09121, 0.36382], [-0.85568, -0.93492, 0.35523], [-1.60888, -0.95298, -0.57221], [-0.67157, 0.03263, 1.12677], [-0.41605, -3.01568, 0.12916], [0.54219, -1.95986, 1.35650], [0.83827, -1.96955, -0.43942], [-3.03596, 2.41457, 0.68987], [-3.64488, 3.72768, 0.79866], [-3.52030, 4.42610, 1.76984], [-4.39354, 3.97898, -0.15670], [-3.19587, 1.91301, 1.64432], [-2.01143, 2.52077, 0.33328], [-3.56393, 1.69051, 0.06932], [-0.04588, 1.60602, -1.69480], [0.52160, 2.65959, -2.55404], [1.55140, 3.30852, -2.27934], [-0.20249, 3.03088, -3.49019], [0.51525, 1.35450, -0.79482], [-0.20141, 0.69057, -2.26564], [-1.01515, 2.03984, -1.44900]], "s2": 0.76, "charge": 1, "e_above_lowest_ev": 1.223, "homo_energy_ev": [-13.39, -13.39], "lumo_ev": [-8.09, -11.43], "gap_ev": [5.304, 1.958], "energy_ha": -979.70787, "spin_multiplicity": 2}

Entry 2:
{"formula": "C4H12N5", "method": "wB97M-V/def2-TZVPD", "symbols": ["C", "C", "C", "C", "N", "N", "N", "N", "N", "H", "H", "H", "H", "H", "H", "H", "H", "H", "H", "H", "H"], "positions_angstrom": [[-0.22763, -0.05636, -0.12406], [-2.70543, -0.23447, -0.35416], [1.53237, 2.24508, -2.23393], [-0.24998, -1.98541, 1.50356], [-1.38615, 0.21536, -0.59193], [0.78676, 0.77206, -0.62253], [0.60649, 1.29854, -1.79084], [0.25981, -0.80003, 1.04048], [1.50893, -0.48616, 1.53189], [-2.80166, -1.16236, 0.18436], [-3.18519, -0.19363, -1.31445], [-3.10227, 0.53451, 0.26984], [1.20564, 3.12814, -1.71800], [1.60784, 2.38178, -3.32525], [2.51164, 2.02084, -1.72850], [-1.32964, -1.99209, 1.56691], [0.15434, -2.82724, 1.05648], [-0.02184, -2.12436, 2.54158], [1.88973, -1.34692, 1.72975], [1.58842, 0.67961, -0.06566], [1.35780, -0.06688, 2.44443]], "charge": 1, "e_above_lowest_ev": 4.136, "homo_energy_ev": [-12.79, -12.79], "smiles": "C/N=[NH+]/C(=N/C)N(C)N", "lumo_ev": [-5.93, -5.93], "gap_ev": [6.860, 6.862], "energy_ha": -432.97537}

Entry 3:
{"formula": "C4H12N6", "method": "wB97M-V/def2-TZVPD", "symbols": ["C", "C", "C", "C", "N", "N", "N", "N", "N", "N", "H", "H", "H", "H", "H", "H", "H", "H", "H", "H", "H", "H"], "positions_angstrom": [[1.18938, -0.74181, -0.47551], [-1.40392, 0.52701, 0.57759], [2.21581, 1.35723, 0.40407], [-2.90867, 2.49300, 0.09056], [1.95681, 0.05800, -0.05362], [-1.94675, 1.55988, 0.46800], [-0.56912, -0.40275, 0.67623], [0.79883, -1.83409, -0.96397], [-0.64621, -1.42532, 1.66620], [1.35435, -2.34672, -2.18111], [1.32038, 1.82345, 0.81956], [2.57392, 1.95970, -0.43055], [2.99969, 1.30561, 1.15851], [-3.19710, 3.06546, 0.97477], [-3.78678, 2.01683, -0.34849], [-2.46804, 3.18634, -0.62800], [0.29151, -1.54677, 2.08996], [-0.90508, -2.32024, 1.21469], [-1.31940, -1.23016, 2.43004], [1.06790, -3.33894, -2.25539], [2.39172, -2.30922, -2.21383], [0.99077, -1.85649, -3.01970]], "charge": 2, "e_above_lowest_ev": 4.782, "homo_energy_ev": -17.05, "lumo_ev": -6.96, "gap_ev": 10.093, "energy_ha": -487.36919}